i:
This record from the OMol25 dataset describes a structure of composition C36H41Cl5N3O4P2V. The level of theory is ωB97M-V with the def2-TZVPD basis set.

HOMO level (alpha / beta) in eV: -3.5 / -3.6
Total charge: -1
Multiplicity: 4

Element x y z (Å)
V  -0.303  -0.564  -0.109
C  -3.876  -2.690  0.447
C  -4.116  -1.175  0.552
C  -5.592  -0.897  0.243
P  -2.822  -0.180  -0.369
C  -3.402  -0.039  -2.131
C  -3.748  -1.413  -2.710
C  -4.466  1.012  -2.435
C  -2.896  1.411  0.508
C  -4.097  2.108  0.708
C  -4.217  3.143  1.610
C  -3.100  3.475  2.379
C  -1.900  2.842  2.170
C  -1.725  1.832  1.188
N  -0.480  1.265  0.982
C  0.619  2.129  0.986
C  0.524  3.512  0.752
C  1.650  4.296  0.588
C  2.915  3.730  0.630
C  3.023  2.362  0.831
C  1.907  1.560  1.052
P  1.873  -0.272  1.037
C  1.580  -0.652  2.854
C  1.863  -2.103  3.231
C  2.286  0.299  3.816
C  4.511  -1.020  1.677
C  5.897  -1.017  2.177
C  3.330  -2.705  0.139
H  -4.783  -3.225  0.739
H  -3.627  -3.002  -0.567
H  -3.075  -3.030  1.095
H  -3.937  -0.869  1.588
H  -5.900  -1.387  -0.681
H  -6.201  -1.315  1.048
H  -5.842  0.156  0.167
H  -2.495  0.263  -2.650
H  -4.691  -1.807  -2.331
H  -3.840  -1.323  -3.795
H  -2.954  -2.135  -2.512
H  -5.436  0.755  -2.005
H  -4.172  1.995  -2.067
H  -4.597  1.087  -3.517
H  -4.965  1.832  0.130
H  -5.158  3.663  1.732
H  -3.171  4.242  3.142
H  -1.042  3.113  2.771
H  -0.446  3.975  0.638
H  1.532  5.357  0.398
H  3.802  4.331  0.480
H  4.006  1.915  0.805
H  0.514  -0.450  2.945
H  2.914  -2.212  3.495
H  1.251  -2.397  4.093
H  1.682  -2.796  2.409
H  3.355  0.081  3.834
H  2.152  1.343  3.534
H  1.880  0.169  4.827
H  4.096  0.295  0.049
H  5.975  -1.704  3.026
H  6.679  -1.334  1.455
H  6.186  -0.018  2.522
H  3.723  -3.417  0.851
H  2.657  -3.080  -0.623
H  4.880  -1.166  -0.568
C  -1.676  -1.165  3.534
C  -1.214  -2.218  2.592
N  -0.809  -2.040  1.349
C  -0.538  -3.283  0.827
C  -0.777  -4.230  1.778
N  -1.201  -3.536  2.882
C  -0.684  -5.709  1.829
O  -0.318  -6.309  0.726
O  -0.954  -6.282  2.864
C  -0.275  -3.410  -0.639
O  -0.061  -4.542  -1.103
O  -0.383  -2.328  -1.288
H  -1.686  -0.202  3.024
H  -1.011  -1.093  4.396
H  -2.682  -1.391  3.895
H  -1.442  -3.986  3.751
H  -0.164  -5.638  -0.037
Cl  3.746  -1.078  0.179
C  2.939  -0.717  -1.492
C  1.586  -0.389  -1.443
C  1.172  0.463  -2.438
Cl  -0.364  1.288  -2.163
C  1.848  0.721  -3.624
Cl  1.129  1.641  -4.892
C  3.110  0.156  -3.754
Cl  4.008  0.407  -5.206
C  3.629  -0.583  -2.685
Cl  5.320  -1.023  -2.824

=====

ii:
This record from the OMol25 dataset describes a structure of composition C36H41Cl5N3O4P2V. The level of theory is ωB97M-V with the def2-TZVPD basis set.

HOMO level (alpha / beta) in eV: -4.2 / -4.6
Total charge: -1
Multiplicity: 4

Element x y z (Å)
V  0.854  -0.691  -0.210
C  0.130  2.768  2.090
C  -0.505  1.561  2.789
C  -0.636  1.833  4.286
P  0.299  -0.018  2.213
C  1.849  -0.311  3.204
C  2.750  0.925  3.195
C  1.699  -0.869  4.616
C  -0.874  -1.336  2.645
C  -1.416  -1.506  3.921
C  -2.414  -2.423  4.188
C  -2.908  -3.181  3.126
C  -2.393  -3.054  1.857
C  -1.328  -2.158  1.568
N  -0.787  -2.003  0.337
C  -1.272  -2.695  -0.775
C  -1.307  -4.085  -0.904
C  -1.644  -4.664  -2.118
C  -1.954  -3.875  -3.219
C  -1.922  -2.491  -3.100
C  -1.592  -1.898  -1.889
P  -1.228  -0.137  -1.577
C  -2.557  0.446  -0.410
C  -2.578  1.974  -0.344
C  -3.951  -0.150  -0.580
C  -1.517  0.654  -3.229
C  -2.969  0.775  -3.689
C  -0.786  1.990  -3.350
H  -0.524  3.640  2.189
H  1.090  3.027  2.539
H  0.309  2.580  1.032
H  -1.513  1.435  2.377
H  0.343  1.934  4.757
H  -1.165  2.779  4.434
H  -1.195  1.061  4.812
H  2.351  -1.075  2.602
H  2.373  1.695  3.870
H  3.752  0.651  3.532
H  2.849  1.354  2.199
H  1.172  -0.175  5.276
H  1.166  -1.818  4.621
H  2.692  -1.037  5.043
H  -1.042  -0.901  4.735
H  -2.810  -2.536  5.189
H  -3.717  -3.884  3.294
H  -2.811  -3.648  1.057
H  -1.009  -4.701  -0.065
H  -1.634  -5.743  -2.213
H  -2.192  -4.333  -4.170
H  -2.128  -1.886  -3.974
H  -2.170  0.084  0.546
H  -3.046  2.411  -1.228
H  -3.151  2.304  0.527
H  -1.567  2.379  -0.259
H  -4.452  0.223  -1.473
H  -3.910  -1.238  -0.641
H  -4.570  0.113  0.284
H  -1.008  -0.046  -3.895
H  -3.503  1.543  -3.128
H  -2.997  1.066  -4.743
H  -3.521  -0.159  -3.583
H  -1.275  2.764  -2.757
H  0.245  1.914  -3.005
H  -0.789  2.322  -4.393
C  0.327  4.984  -1.553
C  1.563  4.218  -1.230
N  1.624  2.932  -0.978
C  2.945  2.656  -0.725
C  3.687  3.811  -0.817
N  2.788  4.788  -1.147
C  5.107  4.217  -0.643
O  5.954  3.289  -0.293
O  5.408  5.383  -0.827
C  3.431  1.290  -0.351
O  4.640  1.172  -0.047
O  2.600  0.356  -0.334
H  -0.539  4.385  -1.279
H  0.265  5.211  -2.619
H  0.291  5.924  -1.001
H  3.062  5.748  -1.281
H  5.460  2.379  -0.179
Cl  1.414  -1.064  -3.861
C  1.658  -2.484  -2.864
C  1.638  -2.327  -1.487
C  1.971  -3.471  -0.781
Cl  2.065  -3.326  0.969
C  2.211  -4.714  -1.353
Cl  2.557  -6.103  -0.384
C  2.136  -4.832  -2.738
Cl  2.373  -6.367  -3.494
C  1.873  -3.700  -3.506
Cl  1.801  -3.836  -5.228

=====

ii ends up most stable, edging out the next structure by 430.6 kcal/mol.

=====

i:
This record from the OMol25 dataset describes the ion C5H11N2O with charge -1. The level of theory is ωB97M-V with the def2-TZVPD basis set.

HOMO level in eV: -2.5
Total charge: -1
SMILES: [H]/N=C\NCCCC[O-]

Element x y z (Å)
H  2.332  -0.915  3.245
N  1.463  -0.603  3.666
C  0.547  -0.318  2.843
N  0.531  -0.443  1.488
C  -0.701  -0.458  0.681
C  -0.818  0.790  -0.248
C  -1.093  0.440  -1.689
C  0.196  0.078  -2.585
O  0.049  0.469  -3.836
H  -0.446  -0.041  3.204
H  1.367  -0.660  0.969
H  -1.524  -0.435  1.379
H  -0.585  -1.291  -0.014
H  0.164  1.273  -0.220
H  -1.527  1.489  0.187
H  -1.459  1.250  -2.320
H  -1.790  -0.399  -1.810
H  1.062  0.521  -1.996
H  0.365  -1.034  -2.426

=====

ii:
This record from the OMol25 dataset describes a structure of composition C5H11N2O. The level of theory is ωB97M-V with the def2-TZVPD basis set.

HOMO level in eV: -2.6
Total charge: -1

Element x y z (Å)
C  -0.891  -1.920  -1.563
O  0.039  -2.523  -2.278
C  -0.293  -1.107  -0.167
C  -0.919  0.236  0.111
C  -0.508  1.171  1.171
C  0.362  2.247  0.952
N  1.022  3.142  2.035
N  1.197  -1.264  -0.191
H  -1.938  -2.371  -1.328
H  -1.329  -0.980  -2.074
H  -0.515  -1.677  0.715
H  -2.012  -0.095  0.100
H  -0.861  0.778  -0.871
H  -1.013  1.149  2.089
H  0.882  2.459  0.047
H  -0.049  3.272  1.521
H  1.236  2.639  2.886
H  1.555  -1.262  -1.124
H  1.697  -0.640  0.333

=====

i ends up most stable, edging out the next structure by 97.0 kcal/mol.

=====

i:
This record from the OMol25 dataset describes the molecule C8H14N2O2. The level of theory is ωB97M-V with the def2-TZVPD basis set.

HOMO level in eV: -9.2
SMILES: CC(/C=N/O)=N/C(=O)C(C)(C)C

Element x y z (Å)
C  2.251  -2.484  0.134
C  1.654  -1.126  0.274
C  2.326  0.079  -0.246
N  1.707  1.181  -0.192
O  2.357  2.300  -0.522
N  0.509  -1.032  0.864
C  -0.193  0.092  1.121
O  -0.030  0.791  2.082
C  -1.346  0.363  0.097
C  -0.967  -0.190  -1.267
C  -1.597  1.824  -0.003
C  -2.582  -0.385  0.645
H  1.893  -3.222  0.824
H  1.857  -2.781  -0.864
H  3.297  -2.611  0.075
H  3.435  0.115  -0.543
H  1.736  3.010  -0.149
H  0.020  0.233  -1.393
H  -1.033  -1.238  -1.064
H  -1.880  0.206  -1.945
H  -2.494  2.086  -0.630
H  -1.621  2.267  1.009
H  -0.717  2.269  -0.509
H  -3.503  -0.265  -0.089
H  -2.254  -1.388  0.692
H  -2.826  -0.097  1.598

=====

ii:
This record from the OMol25 dataset describes the molecule C8H14N2O2. The level of theory is ωB97M-V with the def2-TZVPD basis set.

HOMO level in eV: -9.0
SMILES: CC1=N[C@@]2(C)OCC(C)(C)N2O1

Element x y z (Å)
C  -2.765  0.170  2.318
C  -1.877  0.283  1.090
N  -1.594  1.393  0.563
C  -0.526  1.134  -0.405
C  -0.612  1.987  -1.603
O  0.926  1.571  0.497
C  1.725  0.483  0.520
C  1.042  -0.704  -0.423
C  1.663  -0.867  -1.773
C  1.026  -2.033  0.231
N  -0.291  -0.264  -0.457
O  -1.162  -0.799  0.749
H  -3.707  -0.277  2.087
H  -2.870  1.235  2.659
H  -2.189  -0.424  3.093
H  -1.613  2.607  -1.547
H  -0.466  1.288  -2.417
H  0.151  2.729  -1.466
H  1.968  0.107  1.559
H  2.726  0.652  0.135
H  1.902  -0.030  -2.376
H  1.035  -1.395  -2.548
H  2.578  -1.432  -1.789
H  0.131  -2.644  -0.133
H  0.837  -2.100  1.259
H  1.959  -2.670  0.180

=====

i ends up most stable, edging out the next structure by 14.0 kcal/mol.